[1]
{
  "formula": "C5H15NO2",
  "method": "ωB97M-V/def2-TZVPD",
  "lumo_energy_ha": 0.0270,
  "energy_ha": -404.67175,
  "homo_energy_ev": -7.929,
  "e_above_lowest_kcal_mol": 52.3,
  "smiles": "CC[C@@H](CO)NC.O",
  "elements": ["C", "C", "C", "C", "O", "N", "C", "H", "H", "H", "H", "H", "H", "H", "H", "H", "H", "H", "H", "H", "O", "H", "H"],
  "xyz": [[-0.054, -2.735, 0.803], [0.429, -1.218, 0.888], [-0.221, -0.455, -0.254], [-1.846, -0.469, -0.219], [-2.108, -0.886, -1.588], [0.176, 0.917, -0.412], [1.156, 1.308, -1.431], [-1.061, -2.751, 0.414], [0.541, -3.309, 0.111], [-0.278, -3.089, 1.814], [0.374, -0.846, 1.907], [1.519, -1.337, 0.866], [-0.144, -1.057, -1.157], [-2.177, 0.560, -0.051], [-2.442, -1.090, 0.462], [-2.951, -1.349, -1.567], [0.418, 1.431, 0.436], [1.082, 2.390, -1.617], [0.889, 0.785, -2.329], [2.177, 1.067, -1.033], [1.318, 3.727, 1.238], [0.940, 4.546, 1.572], [2.261, 3.859, 1.148]],
  "lowdin_charge": [-0.089, -0.192, -0.345, -0.176, -0.100, -0.103, -0.115, 0.038, 0.068, 0.070, 0.097, 0.098, 0.130, 0.100, 0.106, 0.075, 0.093, 0.072, 0.067, 0.082, -0.049, 0.039, 0.034]
}

---

[2]
{
  "formula": "C5H15NO2",
  "method": "ωB97M-V/def2-TZVPD",
  "lumo_energy_ha": 0.0247,
  "energy_ha": -404.65080,
  "homo_energy_ev": -8.234,
  "e_above_lowest_kcal_mol": 65.4,
  "smiles": "CN1CCCC1.O.O",
  "elements": ["C", "N", "C", "C", "C", "C", "H", "H", "H", "H", "H", "H", "H", "H", "H", "H", "H", "O", "H", "H", "O", "H", "H"],
  "xyz": [[0.859, -1.841, -0.731], [0.828, -0.394, -0.410], [1.183, 0.036, 1.074], [-0.017, 0.816, 1.611], [-0.676, 1.479, 0.300], [-0.435, 0.271, -0.762], [-0.185, -2.192, -0.888], [1.371, -1.789, -1.781], [1.394, -2.487, -0.017], [1.145, -0.895, 1.711], [2.188, 0.484, 1.051], [-0.668, 0.081, 2.067], [0.274, 1.582, 2.468], [0.131, 2.217, -0.006], [-1.617, 1.889, 0.390], [-0.410, 0.450, -1.821], [-1.207, -0.432, -0.598], [0.245, 2.483, -3.036], [1.144, 2.180, -3.150], [-0.119, 2.298, -2.252], [-1.907, -2.307, 1.345], [-2.270, -1.498, 1.415], [-1.251, -2.430, 2.019]],
  "lowdin_charge": [-0.104, -0.212, -0.160, -0.190, -0.097, -0.206, 0.066, 0.104, 0.074, 0.102, 0.103, 0.064, 0.142, 0.114, 0.064, 0.090, 0.069, 0.001, 0.051, -0.083, 0.009, -0.037, 0.038]
}

---

[3]
{
  "formula": "C5H15NO2Si2",
  "method": "ωB97M-V/def2-TZVPD",
  "lumo_energy_ha": 0.0274,
  "energy_ha": -983.59705,
  "homo_energy_ev": -7.344,
  "smiles": "CO/C([SiH3])=C(/O[SiH3])N(C)C",
  "elements": ["C", "O", "C", "Si", "C", "O", "Si", "N", "C", "C", "H", "H", "H", "H", "H", "H", "H", "H", "H", "H", "H", "H", "H", "H", "H"],
  "xyz": [[-2.964, 0.058, -0.333], [-2.043, 0.278, 0.653], [-0.825, 0.884, 0.250], [-0.860, 2.806, 0.227], [0.273, 0.071, 0.013], [1.352, 0.787, -0.312], [2.872, 1.323, 0.333], [0.430, -1.350, 0.035], [1.623, -1.988, -0.697], [-0.571, -2.312, 0.547], [-2.954, -0.978, -0.880], [-3.117, 0.883, -1.087], [-3.951, -0.132, 0.154], [-2.182, 3.263, 0.685], [-0.331, 3.306, -1.078], [0.120, 3.202, 1.347], [2.888, 2.756, 0.298], [3.772, 1.034, -0.650], [3.223, 0.352, 1.440], [1.576, -1.785, -1.759], [2.615, -1.599, -0.428], [1.601, -3.141, -0.671], [-1.552, -1.756, 0.979], [-0.881, -3.025, -0.322], [-0.114, -2.935, 1.256]],
  "lowdin_charge": [-0.190, -0.262, -0.361, 0.684, -0.365, -0.303, 0.658, -0.130, -0.041, -0.072, 0.104, 0.097, 0.086, -0.072, -0.069, -0.067, -0.064, -0.108, -0.031, 0.068, 0.054, 0.108, 0.130, 0.103, 0.045]
}

---

[4]
{
  "formula": "C5H15NO3",
  "method": "ωB97M-V/def2-TZVPD",
  "lumo_energy_ha": 0.0117,
  "energy_ha": -479.94811,
  "homo_energy_ev": -8.459,
  "e_above_lowest_kcal_mol": 39.8,
  "smiles": "C[C@@H](O)CCNCO.O",
  "elements": ["C", "C", "O", "C", "C", "N", "C", "O", "H", "H", "H", "H", "H", "H", "H", "H", "H", "H", "H", "H", "H", "O", "H", "H"],
  "xyz": [[0.997, -0.705, 1.862], [0.244, 0.477, 1.280], [-0.236, 1.394, 2.284], [1.055, 1.309, 0.289], [0.686, 1.049, -1.180], [0.970, -0.286, -1.664], [-0.111, -1.118, -2.138], [-0.653, -1.943, -1.145], [0.826, -1.596, 1.297], [0.613, -0.928, 2.843], [2.054, -0.465, 1.964], [-0.635, 0.153, 0.711], [-0.542, 0.887, 3.041], [0.707, 2.338, 0.388], [2.112, 1.141, 0.443], [1.294, 1.752, -1.702], [-0.355, 1.307, -1.412], [1.507, -0.877, -1.039], [-0.876, -0.444, -2.493], [0.349, -1.790, -2.858], [-1.267, -1.512, -0.530], [-2.644, -0.235, -0.317], [-3.550, -0.493, -0.113], [-2.547, 0.584, 0.189]],
  "lowdin_charge": [-0.028, -0.429, -0.051, -0.130, -0.227, -0.044, -0.302, -0.074, 0.067, 0.071, 0.085, 0.093, 0.077, 0.118, 0.111, 0.091, 0.117, 0.108, 0.109, 0.116, 0.036, -0.042, 0.067, 0.060]
}

---

Which formula does entry 4 have? C5H15NO3

---

Which formula does entry 3 have? C5H15NO2Si2